# C41H57BIrN6OS2

A molecular structure, C41H57BIrN6OS2 (wB97M-V/def2-TZVPD, OMol25).

Positions of all 109 atoms, in Å:
Ir: -1.2404 -0.4909 0.3016
C: 5.4309 -2.4903 -1.7514
C: 4.5407 -1.2513 -1.6472
C: 4.7979 -0.2844 -2.8061
C: 4.7142 -0.5309 -0.3201
C: 6.0017 -0.1799 0.0670
C: 6.2414 0.5237 1.2340
C: 5.1810 0.9109 2.0277
C: 3.8678 0.6026 1.6815
C: 2.7640 1.1017 2.6041
C: 2.8331 0.4090 3.9672
C: 2.8082 2.6246 2.7504
C: 3.6606 -0.1363 0.5125
N: 2.2750 -0.5165 0.1743
C: 1.7322 0.0239 -1.0938
C: -0.4958 0.5422 -2.4746
C: 0.2024 0.7106 -3.6624
C: -0.4966 0.6686 -4.8572
C: -1.8777 0.4818 -4.8415
C: -2.5655 0.3291 -3.6527
C: -1.8825 0.3550 -2.4322
N: -2.5116 0.1588 -1.2012
C: -3.6198 0.9977 -0.8581
C: -4.6551 0.5007 -0.0137
C: -5.6602 1.3697 0.4101
C: -5.7131 2.6939 0.0327
C: -4.7207 3.1722 -0.7939
C: -3.6649 2.3767 -1.2344
C: -2.6547 3.1344 -2.1017
C: -2.0405 4.3312 -1.3708
C: -3.3074 3.5955 -3.4096
C: -4.8397 -0.9034 0.5734
C: -4.5294 -2.1079 -0.2990
C: -4.1724 -1.0756 1.9389
H: 5.2264 -3.0183 -2.6842
H: 5.2543 -3.1769 -0.9215
H: 6.4900 -2.2310 -1.7511
H: 3.5170 -1.6021 -1.7348
H: 5.8310 0.0677 -2.7955
H: 4.1438 0.5858 -2.7377
H: 4.6225 -0.7810 -3.7623
H: 6.8356 -0.4605 -0.5630
H: 7.2542 0.7773 1.5175
H: 5.3712 1.4734 2.9327
H: 1.7746 0.8753 2.1974
H: 3.7646 0.6528 4.4804
H: 2.7904 -0.6775 3.8616
H: 2.0041 0.7299 4.6012
H: 3.7334 2.9533 3.2243
H: 1.9787 2.9666 3.3721
H: 2.7368 3.1152 1.7786
H: 1.7929 -0.6755 -1.9141
H: 1.2699 0.8873 -3.6487
H: 0.0283 0.7871 -5.7949
H: -2.4229 0.4524 -5.7765
H: -3.6399 0.1859 -3.6455
H: -6.4376 0.9759 1.0540
H: -6.5148 3.3362 0.3712
H: -4.7485 4.2089 -1.1023
H: -1.8219 2.4989 -2.3675
H: -2.7777 5.1024 -1.1425
H: -1.2728 4.7875 -1.9984
H: -1.5678 4.0235 -0.4384
H: -4.0919 4.3296 -3.2196
H: -3.7549 2.7624 -3.9513
H: -2.5638 4.0627 -4.0575
H: -5.9137 -0.9489 0.7661
H: -3.4734 -2.3658 -0.2423
H: -4.8025 -1.9431 -1.3410
H: -5.0944 -2.9685 0.0647
H: -3.0845 -1.1614 1.8520
H: -4.5219 -1.9967 2.4101
H: -4.3867 -0.2410 2.6080
C: -2.2635 -2.7594 -2.3907
N: -0.9742 -2.8254 -1.7167
C: -0.0507 -3.7461 -2.1653
C: 1.0509 -3.5814 -1.4210
N: 0.7985 -2.5675 -0.5140
B: 2.0010 -2.1124 0.3369
N: 1.8525 -2.4958 1.8216
C: 2.6771 -3.4056 2.4610
C: 2.1807 -3.6224 3.6948
N: 1.0352 -2.8546 3.8049
C: 0.1978 -2.7574 4.9895
C: 0.8589 -2.1735 2.6583
S: -0.3443 -0.9726 2.4432
C: -0.4720 -2.0921 -0.6904
S: 0.2322 0.7379 -0.8599
H: -2.8558 -3.6382 -2.1398
H: -2.0843 -2.7345 -3.4641
H: -2.7847 -1.8646 -2.0930
H: -0.2726 -4.4185 -2.9743
H: 1.9990 -4.0856 -1.4543
H: 1.7019 -0.1172 0.9200
H: 2.9695 -2.6920 -0.0457
H: 3.5418 -3.8149 1.9712
H: 2.5234 -4.2482 4.4989
H: 0.1739 -3.7260 5.4822
H: -0.8076 -2.4766 4.6883
H: 0.5919 -2.0067 5.6736
C: -1.0302 3.3638 2.1407
C: -1.6066 2.0343 2.5636
O: -2.0530 1.2445 1.4399
H: -0.6354 3.8827 3.0154
H: -1.7931 4.0022 1.6936
H: -0.2184 3.2267 1.4244
H: -2.4592 2.1634 3.2332
H: -0.8654 1.4288 3.0775
H: -2.7465 1.7079 0.9413

Forces on the atoms, in the same order (eV/Å):
Ir -0.068 0.026 0.048
C 0.002 0.000 0.002
C 0.012 0.017 -0.002
C 0.001 0.008 -0.006
C -0.026 0.021 -0.028
C 0.003 -0.009 0.013
C 0.002 -0.011 -0.001
C 0.007 0.025 0.003
C -0.008 -0.016 0.008
C 0.020 -0.026 0.005
C -0.005 -0.009 -0.008
C 0.001 -0.004 0.002
C -0.004 0.020 0.032
N -0.080 -0.132 0.092
C 0.313 0.139 -0.168
C -0.034 0.036 0.027
C 0.011 -0.016 -0.008
C -0.011 0.001 0.003
C 0.007 0.003 -0.018
C -0.011 -0.010 0.034
C 0.034 -0.008 -0.023
N -0.017 -0.062 -0.036
C 0.018 0.018 0.042
C -0.003 -0.011 -0.011
C -0.002 -0.013 0.003
C 0.004 0.012 -0.004
C -0.004 -0.005 -0.009
C -0.011 0.019 -0.016
C 0.012 -0.002 -0.010
C 0.003 -0.006 0.020
C 0.012 -0.011 -0.006
C -0.005 -0.001 0.007
C 0.013 -0.003 -0.002
C -0.027 0.005 0.009
H 0.000 0.001 0.000
H 0.000 -0.002 0.001
H -0.002 -0.003 -0.002
H -0.044 0.002 0.007
H 0.002 -0.001 0.002
H -0.005 -0.005 0.000
H 0.002 -0.001 0.001
H -0.002 0.002 0.000
H 0.000 0.004 -0.002
H 0.002 0.001 0.003
H -0.021 0.033 0.018
H 0.001 0.007 0.001
H 0.018 0.009 0.005
H -0.002 0.000 -0.003
H 0.000 0.000 0.002
H -0.001 0.000 0.000
H 0.001 -0.001 0.001
H -0.129 -0.122 0.032
H -0.002 -0.006 0.012
H 0.000 0.001 0.001
H 0.001 0.000 0.000
H 0.000 0.003 -0.003
H 0.001 0.001 -0.004
H 0.000 0.001 -0.003
H -0.001 0.006 0.000
H -0.020 0.013 0.023
H -0.004 -0.008 0.017
H -0.010 0.010 -0.009
H 0.008 0.001 -0.036
H -0.001 0.006 0.002
H 0.002 0.006 0.004
H 0.000 -0.004 0.000
H 0.003 -0.006 -0.008
H 0.001 0.003 -0.011
H -0.005 0.000 -0.011
H 0.010 -0.002 0.005
H 0.005 -0.015 -0.008
H -0.003 0.001 0.003
H 0.015 0.006 -0.004
C 0.005 0.029 -0.027
N -0.019 -0.041 0.052
C 0.004 0.000 0.003
C -0.007 -0.002 -0.006
N -0.030 0.009 0.058
B 0.060 0.071 -0.014
N 0.032 -0.019 -0.017
C 0.014 0.018 0.005
C -0.001 -0.010 0.000
N -0.017 -0.007 0.002
C 0.004 0.009 0.001
C 0.051 0.019 -0.004
S -0.064 -0.076 0.050
C 0.039 0.037 -0.051
S -0.071 0.007 -0.018
H 0.001 -0.003 -0.003
H -0.001 0.009 0.000
H -0.008 0.017 0.010
H -0.003 -0.006 0.004
H 0.000 -0.003 0.002
H 0.005 0.004 -0.019
H -0.017 -0.013 -0.029
H 0.001 0.001 -0.001
H -0.002 -0.001 -0.002
H 0.008 0.003 0.005
H -0.003 -0.011 0.000
H -0.005 0.008 -0.005
C -0.011 0.009 -0.001
C -0.018 -0.021 0.032
O 0.068 0.040 -0.076
H -0.001 0.004 0.004
H 0.009 -0.008 0.005
H 0.002 -0.001 0.005
H 0.002 -0.004 0.007
H 0.013 -0.004 -0.005
H -0.018 0.004 0.003

Its HOMO energy (spin up / spin down) is -0.348 / -0.348 Ha. As for the LUMO energy (spin up / spin down): -0.1013 / -0.1014 hartree. The spin multiplicity is 1. Its net charge is +1. The value obtained for the gap between HOMO and LUMO (spin up / spin down) is 0.247 / 0.247 hartree.

=====

# C41H57BrHgI2N7O2PS2Sb

A molecular structure, C41H57BrHgI2N7O2PS2Sb (wB97M-V/def2-TZVPD, OMol25).

Positions of all 115 atoms, in Å:
Hg: 0.2901 0.1124 -0.6571
C: -3.3852 1.1556 -5.7331
C: -3.0140 1.8408 -4.5776
C: -2.3002 1.2056 -3.5812
C: -1.9316 -0.1449 -3.6936
C: -2.3341 -0.8387 -4.8531
C: -3.0398 -0.1877 -5.8502
N: -1.1952 -0.6982 -2.6681
N: -1.0365 -2.0018 -2.7680
C: -0.4753 -2.6069 -1.6690
C: -0.3567 -4.0136 -1.7459
C: 0.0524 -4.7665 -0.6642
C: 0.3431 -4.1429 0.5464
C: 0.2846 -2.7500 0.6097
C: -0.0645 -1.9559 -0.4746
H: -3.9500 1.6520 -6.5136
H: -3.2934 2.8800 -4.4419
H: -2.0365 1.7372 -2.6758
H: -2.0764 -1.8840 -4.9411
H: -3.3341 -0.7422 -6.7363
H: -0.6304 -4.4826 -2.6858
H: 0.1217 -5.8472 -0.7538
H: 0.6130 -4.7217 1.4233
H: 0.5197 -2.2754 1.5587
I: -3.3936 1.2259 0.1462
I: -3.2214 4.1399 -0.2107
C: 3.5508 -2.7105 2.8890
Sb: 3.0260 -0.9947 1.6833
C: 4.9091 -0.0035 2.0969
C: 3.6235 -1.9205 -0.1571
H: 4.5672 -3.0353 2.6600
H: 2.8566 -3.5207 2.6629
H: 3.4778 -2.4712 3.9500
H: 5.7467 -0.6438 1.8149
H: 4.9667 0.2113 3.1653
H: 4.9788 0.9367 1.5492
H: 4.7112 -1.9696 -0.2216
H: 3.2204 -1.3536 -0.9948
H: 3.1949 -2.9229 -0.1810
Br: 1.3554 4.4697 5.3200
C: 0.8812 3.4350 3.7921
C: -0.4319 3.0584 3.6000
C: -0.7224 2.2983 2.4713
N: 0.1975 1.9400 1.5817
C: 1.4525 2.3223 1.7896
C: 1.8572 3.0719 2.8851
H: -1.2141 3.3408 4.2893
H: -1.7310 1.9560 2.2826
H: 2.1412 2.0103 1.0105
H: 2.8920 3.3573 3.0135
C: 1.0111 1.2799 -4.3090
C: 1.5562 2.6530 -3.8819
C: 2.3719 3.2261 -5.0483
C: 0.3464 3.5715 -3.6620
P: 2.4366 2.4658 -2.2138
N: 1.7682 1.5051 -1.2269
C: 2.5993 4.2248 -1.4732
C: 3.7290 4.2122 -0.4317
C: 1.2872 4.5338 -0.7236
C: 2.9038 5.3831 -2.4322
C: 4.2077 1.8438 -2.5708
C: 5.2009 2.8251 -3.2021
C: 4.0863 0.6253 -3.4965
C: 4.8000 1.3267 -1.2494
H: 0.2161 1.4290 -5.0453
H: 0.5769 0.7312 -3.4744
H: 1.7749 0.6566 -4.7701
H: 1.6923 3.3769 -5.8944
H: 3.1490 2.5387 -5.3845
H: 2.8344 4.1874 -4.8258
H: -0.3355 3.4598 -4.5077
H: 0.6318 4.6211 -3.6015
H: -0.2085 3.3108 -2.7627
H: 3.6799 3.3456 0.2227
H: 3.6416 5.1102 0.1880
H: 4.7154 4.2320 -0.8957
H: 0.8382 3.6303 -0.3111
H: 0.5499 5.0096 -1.3650
H: 1.4916 5.2199 0.1044
H: 3.8123 5.2288 -3.0142
H: 3.0456 6.2949 -1.8398
H: 2.0847 5.5773 -3.1225
H: 4.8530 3.2363 -4.1488
H: 6.1380 2.2912 -3.4016
H: 5.4429 3.6543 -2.5380
H: 3.8554 0.9061 -4.5224
H: 3.3193 -0.0661 -3.1445
H: 5.0458 0.0975 -3.5088
H: 5.2616 2.1182 -0.6620
H: 5.5734 0.5811 -1.4611
H: 4.0179 0.8525 -0.6546
N: -4.0226 -7.5210 -0.0629
C: -4.2593 -6.1379 0.0140
C: -3.5087 -5.2576 -0.7648
C: -3.7325 -3.8973 -0.6986
C: -4.7216 -3.4105 0.1496
C: -5.4879 -4.2737 0.9131
C: -5.2623 -5.6381 0.8421
S: -4.9635 -1.6637 0.2567
O: -5.8680 -1.4246 1.3558
O: -5.3269 -1.1991 -1.0505
N: -3.4634 -1.0857 0.5553
C: -2.8243 -1.4502 1.7185
S: -2.9517 -3.0244 2.4790
C: -1.7745 -2.5487 3.6415
C: -1.3804 -1.2806 3.3844
N: -1.9699 -0.6660 2.3165
H: -3.0821 -7.7415 -0.3549
H: -4.2554 -8.0122 0.7869
H: -2.7174 -5.6360 -1.3994
H: -3.1243 -3.2101 -1.2771
H: -6.2351 -3.8622 1.5788
H: -5.8518 -6.3208 1.4448
H: -1.4470 -3.2100 4.4261
H: -0.6397 -0.7331 3.9527

Forces on the atoms, in the same order (eV/Å):
Hg 0.607 -0.226 -0.353
C -0.008 -0.004 -0.011
C 0.023 0.011 0.014
C -0.031 0.036 0.013
C 0.028 -0.047 -0.095
C 0.034 0.013 0.018
C -0.007 0.011 -0.016
N -0.223 0.008 0.061
N -0.019 -0.027 -0.031
C 0.064 -0.050 0.062
C 0.006 0.015 0.001
C -0.012 -0.022 -0.008
C -0.001 0.006 0.006
C 0.026 0.049 0.018
C -0.217 0.070 0.127
H 0.002 -0.001 -0.003
H -0.003 -0.001 -0.010
H 0.043 0.019 0.027
H 0.007 -0.001 0.000
H -0.003 0.005 -0.002
H 0.004 0.004 -0.011
H -0.001 0.003 0.004
H -0.007 0.000 0.001
H -0.035 -0.005 -0.009
I 0.059 0.151 -0.114
I 0.035 -0.311 -0.006
C 0.017 -0.047 -0.049
Sb -0.017 0.078 0.072
C 0.033 0.001 -0.015
C -0.014 -0.020 -0.004
H 0.001 -0.009 0.002
H -0.005 0.003 -0.002
H 0.002 0.022 0.004
H 0.009 0.004 -0.003
H 0.000 -0.003 0.010
H -0.010 -0.025 0.010
H 0.009 -0.014 -0.011
H 0.016 0.017 0.002
H -0.011 0.007 -0.003
Br -0.001 -0.004 -0.008
C -0.010 0.012 -0.009
C -0.003 0.001 0.014
C 0.046 0.004 0.014
N -0.126 -0.019 0.142
C -0.024 -0.081 -0.007
C 0.036 -0.013 -0.001
H 0.004 -0.002 0.008
H -0.009 -0.007 0.006
H 0.075 0.069 0.002
H 0.000 0.005 0.003
C 0.017 0.039 0.033
C 0.073 0.045 -0.076
C 0.001 -0.021 -0.021
C -0.080 0.001 0.018
P -0.058 -0.044 -0.072
N -0.260 0.105 0.226
C 0.013 0.052 -0.005
C 0.017 0.025 0.021
C 0.027 -0.055 -0.018
C -0.017 0.025 -0.013
C 0.063 0.049 0.007
C 0.026 0.008 -0.025
C -0.015 -0.039 0.012
C -0.029 -0.030 -0.023
H 0.020 -0.008 -0.007
H 0.029 0.033 -0.043
H 0.034 -0.029 0.027
H -0.003 0.000 0.002
H -0.012 0.057 0.008
H -0.009 0.032 0.028
H -0.027 -0.003 -0.016
H -0.111 -0.085 0.002
H -0.059 -0.047 0.056
H -0.076 -0.044 0.079
H 0.006 -0.002 0.004
H -0.044 -0.008 0.079
H 0.013 0.038 -0.065
H -0.064 -0.017 -0.065
H -0.004 0.029 -0.012
H 0.069 -0.038 -0.003
H 0.006 -0.007 0.007
H 0.133 0.023 0.040
H -0.021 -0.010 -0.008
H -0.002 0.002 -0.006
H -0.001 -0.019 -0.078
H -0.014 -0.033 0.017
H 0.010 -0.001 0.015
H -0.008 -0.007 -0.007
H -0.006 0.020 0.017
H 0.014 0.014 -0.009
H 0.031 0.014 -0.043
N -0.009 -0.026 0.002
C 0.024 0.024 -0.008
C 0.006 -0.013 0.011
C -0.040 0.017 0.008
C 0.032 0.023 -0.088
C -0.062 -0.019 -0.029
C -0.008 0.011 0.002
S 0.212 0.033 -0.147
O -0.051 -0.110 0.044
O -0.093 0.068 0.030
N -0.403 0.158 0.171
C 0.211 0.143 0.007
S 0.109 -0.147 0.102
C -0.024 0.102 -0.003
C 0.047 -0.066 0.033
N -0.052 0.053 -0.053
H -0.007 0.007 0.002
H 0.007 0.006 -0.010
H 0.017 0.000 -0.005
H 0.012 -0.006 -0.020
H 0.010 0.001 0.003
H 0.001 -0.002 0.002
H -0.010 -0.012 0.003
H 0.005 0.004 -0.001

As for the expectation value of S²: 0.776. Its HOMO energy (spin up / spin down) is -0.017 / -0.086 Ha. As for the LUMO energy (spin up / spin down): 0.1308 / 0.1308 hartree. For the energy relative to the best compared isomer or geometry (same formula, charge and spin), the calculation gives 0.963 eV. The spin multiplicity is 2. Its net charge is -2. The value obtained for the gap between HOMO and LUMO (spin up / spin down) is 0.147 / 0.217 hartree.